Density functional theory data (the ωB97M-V functional and the def2-TZVPD basis) for C39H29ClN11O7SeSn as an isolated structure in a non-equilibrium geometry.

The geometry in ORCA input format:
```
! RIJCOSX wB97M-V def2-TZVPD def2/J DEFGRID3
* xyz -1 1
Sn -0.2406 -0.3520 -0.1545
Se 1.5179 -0.3606 -3.8672
Cl 5.5410 0.7545 3.9675
O 0.0339 2.4728 3.6604
O 4.0990 2.8474 5.3131
O 1.3128 3.3090 -1.9529
O -0.3955 1.2219 1.8934
O -0.1839 -2.8292 -4.0233
O -4.5615 -1.4367 0.6571
O 2.0499 3.5323 4.8757
N -0.9171 -1.5612 -2.2132
N -2.0555 3.4755 -2.7807
N -3.0526 2.2479 -1.0567
N -0.7245 2.3739 -1.3196
N 0.6973 -2.9264 -0.5683
N 3.1707 -0.0898 -4.4096
N 2.1799 0.0121 2.2513
N -1.2742 -1.4833 1.9135
N 3.4601 -0.2338 2.5929
N 1.7664 0.3803 -2.3029
N -2.5804 -0.7868 -0.3661
C -0.6101 -1.6094 3.0638
C 4.2768 -1.6111 0.7462
C -4.3703 -0.4129 -2.0470
C 5.1084 -2.6152 0.2774
C -2.5951 -1.3161 1.9586
C 5.1969 0.8661 -3.4291
C 3.0534 2.7196 4.7102
C 2.0417 -4.8347 -0.0765
C 1.8067 1.0928 2.9195
C 1.3510 -3.6961 0.2987
C -0.1847 -2.4859 -2.8294
C 5.7186 1.4948 -2.3419
C -1.9604 2.6501 -1.7183
C -3.3554 -1.1745 0.6569
C 5.8379 -3.3894 1.1669
C 4.8881 -2.1620 3.0060
C -2.6050 -1.4187 4.3435
C -0.7236 3.8931 -3.1406
C 0.3715 1.6278 2.7920
C 3.0187 0.8127 -2.2481
C -3.0701 -0.7657 -1.6861
C 4.2000 -1.3571 2.1048
C -2.5292 -1.0337 -4.0414
C 3.9180 0.7076 3.4586
C 5.7078 -3.1752 2.5328
C 2.0724 -5.1686 -1.4223
C -4.7456 -0.3626 -3.3863
C -3.2783 3.9076 -3.4155
C 2.8885 1.5825 3.7335
C 0.7013 -3.2589 -1.8618
C 3.8150 0.5178 -3.4190
C -2.1418 -1.1049 -2.7019
C 4.9169 1.8227 -1.2037
C 1.3963 -4.3700 -2.3289
C -3.8256 -0.6598 -4.3806
C 3.6002 1.4978 -1.1428
C -3.3003 -1.3015 3.1550
C -1.2258 -1.5736 4.2995
C 0.1187 3.1576 -2.0726
H -3.0315 4.6276 -4.1912
H 6.4931 -4.1711 0.8017
H -0.4295 3.5766 -4.1445
H 0.4648 -1.7315 2.9800
H -4.3741 -1.1922 3.1187
H 6.2639 -3.7831 3.2363
H 5.3797 2.3460 -0.3750
H 6.7680 1.7655 -2.3354
H -3.9487 4.3873 -2.6964
H 5.7971 0.6279 -4.2985
H -3.8057 3.0683 -3.8793
H 2.6147 -6.0449 -1.7572
H 1.3592 -4.5800 -3.3886
H -0.6369 -1.6619 5.2021
H 5.1977 -2.7726 -0.7907
H -5.0918 -0.2091 -1.2679
H -0.5942 4.9737 -3.0538
H -4.1190 -0.6360 -5.4239
H 1.3058 -3.3818 1.3367
H 2.9755 1.7514 -0.2956
H 1.2014 3.1668 4.4018
H -3.1227 -1.3865 5.2938
H -5.7630 -0.0948 -3.6499
H 3.6928 -1.0145 0.0670
H 4.7889 -1.9873 4.0685
H 2.5480 -5.4349 0.6675
H -2.8709 1.5389 -0.3561
H -1.8121 -1.2988 -4.8042
H -3.9060 2.1192 -1.5736
*
```

The HOMO energy is -5.068 eV. The molar mass is 996.855 g/mol. Its gap between HOMO and LUMO is 6.72 eV. The calculation puts the energy above the lowest of the compared OMol25 structures with the same formula, charge and spin at 0.0 kcal per mole. The value obtained for the largest force on an atom is 1.033 eV Å⁻¹.

natural (NBO) atomic charge list, values in e, 5 entries: number 1, Sn, carries 1.494; number 2, Se, carries 1.085; number 3, Cl, carries 0.081; number 4, O, carries -0.728; number 5, O, carries -0.626

=====

Density functional theory data (the ωB97M-V functional and the def2-TZVPD basis) for C56H43Br4NO5P2SiW as an isolated structure in a non-equilibrium geometry.

The geometry in ORCA input format:
```
! RIJCOSX wB97M-V def2-TZVPD def2/J DEFGRID3
* xyz -1 4
W -0.2753 0.0760 -0.6472
Br -2.0813 3.5775 -3.6445
Br -2.9226 6.3646 1.2462
Br -3.5696 5.9814 -2.0542
Br -1.1572 4.1665 2.8343
P 1.9163 0.8183 0.4775
P -1.0843 -1.6385 1.2508
Si 1.3222 -1.9826 -0.5322
O -0.4313 1.6961 0.8160
O 1.0120 -0.1595 -2.3434
O -2.2796 0.3063 -0.2729
O -1.1382 -1.4741 -1.7476
O -0.7331 1.6704 -1.8534
N 1.6689 0.8582 -3.1272
C -0.0041 -3.0079 1.7544
C -3.3136 0.3447 -1.1369
C 3.3489 5.1365 -0.1798
C -5.3666 0.4789 -2.9234
C 0.9503 1.4513 -4.1418
C 2.0434 -4.1322 1.4080
C 3.0201 0.5968 -3.3219
C -1.0911 2.7070 0.2605
C 2.9925 2.1722 -5.1811
C 5.4463 -1.4733 -1.1968
C -1.5358 -0.6948 5.2522
C 3.6707 1.2420 -4.3571
C -0.3673 -3.9100 2.7633
C -2.5478 4.7246 -1.0602
C -1.4796 -0.7545 2.8253
C -1.5616 3.8439 0.9509
C 3.5836 4.4923 1.0642
C -1.1058 -1.2555 4.0927
C -2.6580 1.0380 3.9844
C 4.2080 -2.0872 -1.1375
C 5.6743 -0.2144 -0.6595
C 2.5947 -0.9685 4.1630
C -3.6087 -4.3123 -0.4816
C -2.4701 -3.6829 0.0254
C -1.2713 2.6392 -1.1728
C -2.0078 3.6506 -1.7846
C -1.9920 -2.1140 -3.8652
C -2.5658 -2.4896 0.6920
C 1.8030 -4.9802 2.4873
C 2.6997 4.4451 -1.2032
C -3.2867 -0.4945 -2.3202
C -2.2969 0.4876 5.2172
C -4.8322 -3.6829 -0.3968
C 1.5950 2.1802 -5.1287
C 1.1467 -3.1279 1.0701
C -4.3548 -0.3586 -3.2239
C 2.1999 3.1564 -0.9638
C 1.8375 -0.1801 5.0602
C -4.8955 -2.4410 0.2478
C 1.1414 -3.1036 -2.0169
C 3.1501 -1.3738 -0.5665
C 3.3694 -0.0845 -0.0815
C 1.2477 1.2651 3.2097
C 0.5646 -4.8669 3.1472
C 1.9254 0.4518 2.2952
C -4.3309 1.2570 -0.8855
C -5.3970 1.2755 -1.7879
C 1.2457 0.9787 4.5745
C -2.2768 0.3987 2.8228
C -2.1686 -1.3294 -2.5922
C -2.2858 4.8288 0.2929
C 2.6377 -0.6328 2.8385
C -3.7886 -1.8659 0.8178
C 4.6297 0.5118 -0.0965
C 3.1013 3.2356 1.2932
C 2.3507 2.5950 0.3105
H 0.6816 1.5957 5.2348
H 3.0219 -4.2361 0.8981
H 4.7988 1.5044 0.2521
H 1.2530 -2.4760 -2.8954
H 3.2842 2.7331 2.2176
H -4.2806 1.8826 -0.0179
H -2.5078 0.7962 1.8291
H 1.9777 -3.8273 -1.9236
H 6.6645 0.2175 -0.6435
H 3.5639 2.7513 -5.8706
H 4.0838 -3.1063 -1.4757
H -1.2011 -1.1469 6.2121
H 0.1920 -3.6197 -1.9578
H -3.8815 -0.9408 1.3506
H 6.3414 -2.0405 -1.5435
H -5.8799 -1.9569 0.3462
H -3.1924 1.9816 4.0021
H 1.6141 2.6087 -1.7321
H -2.5495 1.0415 6.1099
H 0.7157 2.1498 2.8503
H 3.6855 6.1679 -0.2550
H -5.7443 -4.1254 -0.7884
H 1.6848 -0.4282 6.0917
H 0.9995 2.7843 -5.7939
H 3.0897 -1.9269 4.4134
H -1.2936 -3.8263 3.2907
H 0.4360 -5.5293 3.9792
H 3.2625 -1.2080 2.1688
H -4.4081 -0.9559 -4.1450
H 4.7501 1.1437 -4.4445
H -6.1799 0.6446 -3.6622
H -6.1792 2.0110 -1.6570
H -0.1244 1.4194 -4.0596
H -0.3972 -2.0451 4.0776
H -2.7971 -2.0726 -4.6003
H -1.7459 -3.1718 -3.6503
H 4.1786 4.9909 1.7980
H -3.5609 -5.2503 -1.0185
H -1.0640 -1.7436 -4.3577
H 2.5928 4.9274 -2.1685
H 3.5425 -0.0746 -2.6350
H 2.5416 -5.6950 2.8166
H -1.5328 -4.1750 -0.1025
*
```

The HOMO energy (alpha / beta) is -2.664 / -4.985 eV. The molar mass is 1403.452 g/mol. Its gap between HOMO and LUMO (alpha / beta) is 4.86 / 7.12 eV. The calculation puts the energy above the lowest of the compared OMol25 structures with the same formula, charge and spin at 0.0 kcal per mole. The value obtained for the largest force on an atom is 2.923 eV Å⁻¹.

Löwdin atomic charge list, values in e, 5 entries: number 1, W, carries 1.501; number 2, Br, carries 0.816; number 3, Br, carries 0.652; number 4, Br, carries 0.674; number 5, Br, carries 0.720

=====

Density functional theory data (the ωB97M-V functional and the def2-TZVPD basis) for a 2-piece molecular cluster, CH2O2S2 overall in a non-equilibrium geometry.

The geometry in ORCA input format:
```
! RIJCOSX wB97M-V def2-TZVPD def2/J DEFGRID3
* xyz 0 1
S -2.2881 0.3369 0.1161
S 0.6394 1.1737 0.4908
O -3.3438 -0.5114 0.6100
O -2.6750 1.5092 -0.6202
C -1.0502 -0.6264 -0.4252
H -0.7989 -1.2982 0.3734
H 1.7859 0.7312 0.1253
*
```

The HOMO energy (alpha / beta) is -9.985 / -9.961 eV. The molar mass is 110.159 g/mol. Its gap between HOMO and LUMO (alpha / beta) is 7.16 / 7.14 eV. The calculation puts the energy above the lowest of the compared OMol25 structures with the same formula, charge and spin at 119.6 kcal per mole. The value obtained for the largest force on an atom is 4.063 eV Å⁻¹.

natural (NBO) atomic charge list, values in e, 5 entries: number 1, S, carries 1.974; number 2, S, carries -0.207; number 3, O, carries -0.816; number 4, O, carries -0.791; number 5, C, carries -0.476

=====

Density functional theory data (the ωB97M-V functional and the def2-TZVPD basis) for one molecule with the formula C4H6O in a non-equilibrium geometry.

The geometry in ORCA input format:
```
! RIJCOSX wB97M-V def2-TZVPD def2/J DEFGRID3
* xyz 0 1
O 1.3072 -1.7133 -1.6685
C -1.1993 1.0832 1.3759
C -0.1477 0.8667 0.5838
C -0.0385 -0.2701 -0.3160
C 1.1393 -0.6581 -0.8259
H 0.6434 -2.3606 -1.4827
H 2.0166 -0.0195 -0.8219
H 0.5540 1.6668 0.3700
H -0.9024 -0.8589 -0.6124
H -2.0110 0.3604 1.3426
H -1.3616 1.9035 2.0553
*
```

As for the structure (SMILES): C=C/C=C/O. The HOMO energy is -8.392 eV. The molar mass is 70.091 g/mol. Its gap between HOMO and LUMO is 9.37 eV. The calculation puts the energy above the lowest of the compared OMol25 structures with the same formula, charge and spin at 18.0 kcal per mole. The value obtained for the largest force on an atom is 1.325 eV Å⁻¹.

natural (NBO) atomic charge list, values in e, 5 entries: number 1, O, carries -0.672; number 2, C, carries -0.392; number 3, C, carries -0.207; number 4, C, carries -0.346; number 5, C, carries 0.176